Entry from the OMol25 dataset: a cluster of 3 separate species, C5H17N3O in total (wB97M-V/def2-TZVPD).

```
! wB97M-V def2-TZVPD RIJCOSX def2/J DEFGRID3
* xyz 0 1
H 0.917 0.950 2.228
H 0.698 -1.999 -0.367
H -0.511 -3.283 0.713
H 1.195 -1.227 1.197
N -1.498 2.310 -0.739
H -1.097 -0.388 -1.478
H 1.910 -0.215 -1.620
O -1.245 -1.391 0.287
H -1.660 -2.634 1.902
C -1.419 -2.649 0.825
C -0.353 1.412 -0.887
H -0.156 2.282 1.788
C 1.107 -1.130 0.123
H 0.493 2.041 -1.190
N 0.037 0.719 0.353
C 0.579 1.567 1.395
H 2.673 0.344 -0.115
C 2.240 -0.514 -0.624
H -2.300 1.799 -0.380
H -0.772 0.062 0.657
H -2.223 -3.203 0.315
H 1.438 2.136 1.024
H 3.011 -1.287 -0.750
N -0.604 0.405 -1.894
H -1.303 3.090 -0.121
H -1.155 0.805 -2.643
*
```

Properties
Kohn-Sham gap (spin up / spin down)   8.046 / 8.047 eV
Energy above the lowest of the compared OMol25 structures with the same formula, charge and spin   405.4 kJ/mol
LUMO level (spin up / spin down)   0.26 / 0.26 eV
Strongest force on any atom   1.70 eV/Å